(1)
{
  "formula": "C10H16O",
  "method": "the ωB97M-V functional and the def2-TZVPD basis",
  "e_homo_ha": [-0.50393, -0.50388],
  "charge": 1,
  "multiplicity": 2,
  "s2": 0.768,
  "orbital_gap_ev": [9.61, 5.83],
  "relative_energy_kcal_mol": 65.0,
  "elements": ["O", "C", "C", "C", "C", "C", "C", "C", "C", "C", "C", "H", "H", "H", "H", "H", "H", "H", "H", "H", "H", "H", "H", "H", "H", "H", "H"],
  "xyz": [[3.97989, 0.24885, -0.44195], [1.94307, -0.72675, -0.56479], [2.46069, 0.17210, 1.58363], [-1.79580, 2.02976, -0.65013], [1.20014, -0.11162, 2.03313], [-2.41729, 0.96601, -1.58036], [-0.75653, -1.68684, 2.06547], [2.82631, -0.06573, 0.29683], [0.76895, -1.29179, -0.02807], [-1.46677, 0.01648, -2.30223], [0.40164, -1.07514, 1.33267], [-2.02402, 1.94744, 0.32385], [-3.05780, 1.48417, -2.36439], [-0.58877, 0.37399, -2.87939], [4.36710, 1.06942, 0.12154], [-1.90511, -0.55606, -3.05554], [2.03487, -0.80689, -1.61302], [-2.14624, 3.01374, -0.79948], [-1.02531, -0.68353, -1.49967], [0.86928, 0.16100, 3.00331], [-3.13046, 0.41197, -0.87141], [-0.80865, -2.73679, 1.64936], [-0.67089, 1.86709, -0.60318], [-1.65886, -1.11593, 2.07027], [0.28037, -1.92561, -0.73699], [-0.70212, -1.86831, 3.29105], [3.02230, 0.88900, 2.21950]]
}



(2)
{
  "formula": "C15H21N2O4P2S",
  "method": "the ωB97M-V functional and the def2-TZVPD basis",
  "e_homo_ha": -0.39362,
  "charge": 1,
  "orbital_gap_ev": 5.62,
  "elements": ["S", "P", "P", "O", "O", "O", "O", "N", "N", "C", "C", "C", "C", "C", "C", "C", "C", "C", "C", "C", "C", "C", "C", "C", "H", "H", "H", "H", "H", "H", "H", "H", "H", "H", "H", "H", "H", "H", "H", "H", "H", "H", "H", "H", "H"],
  "xyz": [[-2.43761, -3.25020, 0.30523], [-0.76734, -3.47055, -2.87007], [-2.64623, -3.13530, -1.77251], [0.10413, -4.60308, -2.22879], [0.10269, -2.15689, -2.66814], [-3.01970, -1.53969, -2.08118], [-1.16603, -3.65408, -4.25124], [-5.39470, -1.34378, -2.60270], [-3.62996, -5.62087, -2.01422], [1.41173, 1.32034, -1.49453], [1.89483, 2.48254, -0.91011], [-4.25746, -1.36394, -2.49774], [-3.97885, -4.22572, -2.35393], [4.04618, 6.39425, 3.69898], [3.75251, 5.08478, 3.34576], [-4.56656, -6.51036, -2.76496], [1.69707, 0.08537, -0.92550], [1.93034, 5.06888, 4.91411], [2.93868, 1.17702, 0.81910], [2.69352, 4.42205, 3.95213], [2.65971, 2.41019, 0.24529], [3.28561, 7.03894, 4.66429], [2.22921, 6.37572, 5.27285], [2.45964, 0.01418, 0.23266], [3.51663, 8.05900, 4.94259], [3.03926, 3.31621, 0.70002], [-0.45329, -1.38735, -2.86407], [0.81456, 1.37896, -2.39747], [1.63798, 6.87821, 6.02754], [4.35031, 4.58003, 2.59645], [1.32385, -0.82172, -1.38450], [2.68238, -0.94762, 0.67754], [-2.32344, -1.93217, 0.61612], [-4.94874, -3.97393, -1.91680], [-3.89206, -5.73577, -1.04061], [3.53123, 1.12247, 1.72343], [1.10275, 4.55393, 5.38521], [-4.97046, -7.28909, -2.12384], [2.46274, 3.40043, 3.67522], [-0.35632, -5.45726, -2.24777], [1.67627, 3.44440, -1.35536], [-3.99299, -4.14796, -3.44541], [4.86878, 6.91221, 3.22292], [-4.03101, -7.00439, -3.57606], [-5.37984, -5.94839, -3.22992]]
}



(3)
{
  "formula": "C2H4BiLiO2",
  "method": "the ωB97M-V functional and the def2-TZVPD basis",
  "e_homo_ha": [-0.23958, -0.23426],
  "orbital_gap_ev": [5.56, 5.25],
  "relative_energy_kcal_mol": 27.6,
  "elements": ["Bi", "O", "O", "C", "C", "Li", "H", "H", "H", "H"],
  "xyz": [[3.30585, -0.55906, 0.30577], [1.34655, -0.52297, 0.12555], [-1.19528, 0.74774, 1.12544], [0.12641, -0.90930, -0.41863], [-0.78736, 0.18770, -0.60707], [0.37028, -0.20784, 1.70625], [-1.42851, 1.67602, 1.06146], [-0.30074, 1.15687, -0.83186], [0.28166, -1.50042, -1.33847], [-1.71887, -0.06874, -1.12845]]
}



What did we get for E_tot? Answer: -12666.3585, -56472.1548, -12274.7774 eV, in the order shown.